A structure of composition C18H45N3O10SSn2 at a distorted geometry. Source: the OMol25 dataset; level of theory: ωB97M-V with the def2-TZVPD basis set.

Results
2S+1: 2
HOMO (alpha / beta): -15.29 / -14.50 eV
Kohn-Sham gap (alpha / beta): 4.6 / 3.8 eV
charge: +3

Each line ends with the Mulliken charge.
Cartesian coordinates (Å):
Sn: 1.76 -1.31 3.11  1.425
Sn: -1.09 -5.89 1.91  0.868
S: -0.61 -2.35 0.60  1.250
O: 0.32 -3.39 1.16  -0.823
O: -0.24 -1.93 -0.72  -0.591
O: -1.98 -2.83 0.47  -0.734
O: -0.71 -1.19 1.53  -0.665
C: -6.62 -1.15 0.39  -0.846
O: -5.47 -0.37 0.27  -0.305
C: -4.75 -0.13 1.45  -0.632
C: -3.80 1.06 1.11  -0.556
N: -2.50 0.57 0.61  0.484
C: -1.54 1.68 0.43  -0.423
C: -1.72 2.42 -0.98  -0.779
O: -1.65 1.50 -2.03  -0.356
C: -0.33 1.04 -2.32  -0.463
H: -6.47 -2.16 0.79  0.323
H: -7.06 -1.40 -0.57  0.284
H: -7.41 -0.71 1.01  0.348
H: -4.16 -1.02 1.67  0.303
H: -5.44 0.18 2.23  0.525
H: -3.48 1.58 2.01  0.504
H: -4.38 1.63 0.39  0.423
H: -2.04 0.03 1.32  -0.156
H: -0.54 1.27 0.51  0.311
H: -1.71 2.45 1.19  0.515
H: -1.06 3.27 -1.17  0.439
H: -2.74 2.76 -1.09  0.351
H: -0.55 0.56 -3.27  0.187
H: 0.15 0.36 -1.60  0.084
H: 0.43 1.77 -2.60  0.372
C: -1.79 0.25 4.18  -0.707
O: -0.67 -0.39 4.84  -0.102
C: -0.41 0.21 6.17  -0.608
C: 0.65 -0.64 6.89  -0.855
N: 2.03 -0.40 6.37  -0.069
C: 2.92 -1.29 7.07  -0.615
C: 3.32 -0.71 8.39  -0.702
O: 4.04 0.48 8.24  -0.407
C: 3.46 1.67 8.84  -0.588
H: -2.18 -0.41 3.41  0.072
H: -1.49 1.07 3.53  0.352
H: -2.73 0.36 4.72  0.333
H: -1.24 0.23 6.88  0.398
H: -0.06 1.24 6.13  0.347
H: 0.47 -1.70 6.73  0.411
H: 0.68 -0.56 7.98  0.462
H: 2.30 0.54 6.64  0.214
H: 3.65 -1.53 6.29  0.382
H: 2.57 -2.32 7.20  0.386
H: 4.24 -1.13 8.81  0.391
H: 2.53 -0.63 9.13  0.379
H: 2.37 1.55 8.78  0.308
H: 3.92 2.55 8.41  0.199
H: 3.76 1.73 9.89  0.298
C: 1.78 -1.67 -3.21  -0.693
O: 2.41 -1.32 -4.45  -0.364
C: 2.22 0.02 -4.91  -0.337
C: 3.16 0.08 -6.24  -0.789
N: 2.57 -0.58 -7.38  0.087
C: 1.66 0.45 -8.04  -0.529
C: 1.74 0.36 -9.57  -0.621
O: 1.46 1.61 -10.09  -0.324
C: 0.94 1.54 -11.46  -0.738
H: 1.89 -1.17 -2.25  0.300
H: 2.14 -2.68 -3.03  0.338
H: 0.71 -1.48 -3.31  0.319
H: 2.55 0.67 -4.10  0.453
H: 1.22 0.41 -5.05  0.308
H: 3.97 -0.60 -5.98  0.378
H: 3.71 0.99 -6.48  0.523
H: 1.98 -1.34 -7.06  0.355
H: 2.07 1.43 -7.79  0.449
H: 0.64 0.39 -7.68  0.275
H: 1.06 -0.45 -9.82  0.381
H: 2.72 0.10 -9.97  0.374
H: 1.68 1.14 -12.15  0.320
H: 0.80 2.58 -11.76  0.267
H: -0.04 1.07 -11.53  0.326

=====

A structure of composition C18H46LiNO6 at a distorted geometry. Source: the OMol25 dataset; level of theory: ωB97M-V with the def2-TZVPD basis set.

Results
2S+1: 2
HOMO (alpha / beta): -12.26 / -12.26 eV
Kohn-Sham gap (alpha / beta): 10.0 / 5.8 eV
charge: +1

Each line ends with the Mulliken charge.
Cartesian coordinates (Å):
Li: 6.42 22.61 -1.09  0.910
C: 2.60 21.68 -1.24  -0.884
C: 3.53 22.34 -2.29  0.324
C: 2.57 23.00 -3.35  -1.343
O: 4.50 23.16 -1.75  0.093
H: 1.77 21.18 -1.74  0.451
H: 2.27 22.49 -0.60  0.170
H: 3.14 20.93 -0.66  0.133
H: 4.00 21.49 -2.79  0.270
H: 3.16 23.48 -4.13  0.264
H: 1.97 23.81 -2.92  0.231
H: 1.94 22.20 -3.74  0.525
C: 9.88 25.40 0.60  -0.484
O: 9.86 24.63 -0.58  -0.382
C: 8.71 24.85 -1.43  -0.238
C: 8.65 23.87 -2.65  -0.805
N: 8.07 22.55 -2.40  -0.419
C: 8.87 21.78 -1.48  -0.506
C: 8.16 20.44 -1.24  -0.831
O: 6.92 20.63 -0.59  0.083
C: 6.30 19.41 -0.24  -1.040
H: 10.03 26.47 0.43  0.354
H: 10.72 25.04 1.19  0.273
H: 9.03 25.31 1.27  -0.012
H: 8.90 25.82 -1.89  0.617
H: 7.79 24.84 -0.84  0.095
H: 9.61 23.76 -3.16  0.548
H: 8.01 24.35 -3.39  0.033
H: 8.16 22.12 -3.31  0.230
H: 8.95 22.35 -0.56  0.109
H: 9.86 21.61 -1.90  0.497
H: 8.79 19.77 -0.64  0.507
H: 7.99 19.92 -2.18  0.501
H: 6.61 18.61 -0.91  0.366
H: 5.21 19.44 -0.24  0.193
H: 6.66 19.16 0.76  0.337
C: 6.76 24.31 3.00  -1.020
C: 6.91 23.02 2.18  0.532
C: 6.19 21.84 2.73  -1.010
O: 6.49 23.22 0.84  0.069
H: 7.34 25.13 2.57  0.150
H: 7.04 24.19 4.04  0.396
H: 5.73 24.67 3.00  0.097
H: 7.96 22.73 2.05  0.350
H: 6.46 20.93 2.19  0.049
H: 5.11 21.88 2.58  0.170
H: 6.42 21.79 3.79  0.439
H: 5.58 23.50 0.94  0.241
C: 2.97 26.17 2.09  -1.441
C: 2.73 25.22 0.86  0.557
C: 2.66 26.04 -0.40  -0.829
O: 3.92 24.38 0.76  -0.458
H: 3.16 25.53 2.95  0.336
H: 2.14 26.86 2.24  0.428
H: 3.88 26.73 1.91  0.348
H: 1.87 24.56 0.95  0.209
H: 1.76 26.66 -0.41  0.482
H: 2.50 25.43 -1.29  -0.127
H: 3.50 26.66 -0.72  0.280
H: 3.98 24.04 -0.13  -0.279
C: 4.09 27.06 -3.91  -1.292
C: 5.25 26.03 -3.95  0.977
C: 6.58 26.59 -4.57  -1.458
O: 5.71 25.72 -2.68  -0.413
H: 4.41 28.00 -3.45  0.314
H: 3.29 26.62 -3.30  0.189
H: 3.64 27.28 -4.88  0.397
H: 4.94 25.12 -4.46  0.185
H: 7.01 27.35 -3.92  0.299
H: 6.44 27.06 -5.54  0.441
H: 7.36 25.86 -4.81  0.342
H: 5.37 24.83 -2.58  -0.121

=====

A cluster of 13 separate species, C18H46N10O31S3 in total at a distorted geometry. Source: the OMol25 dataset; level of theory: ωB97M-V with the def2-TZVPD basis set.

Results
HOMO: -9.24 eV
Kohn-Sham gap: 8.6 eV

Each line ends with the Mulliken charge.
Cartesian coordinates (Å):
C: 0.97 1.88 -4.69  -0.686
N: 0.85 3.37 -4.55  0.869
O: -0.25 3.82 -4.16  -0.463
O: 1.86 4.01 -4.83  -0.537
H: 1.66 1.69 -5.51  0.303
H: -0.02 1.46 -4.82  0.292
H: 1.21 1.71 -3.64  0.226
C: -2.39 -3.21 3.28  -0.649
N: -0.88 -3.37 3.62  0.779
O: -0.15 -3.26 2.63  -0.366
O: -0.46 -3.62 4.77  -0.525
H: -3.04 -2.41 3.64  0.330
H: -2.81 -4.12 3.71  0.422
H: -2.56 -3.51 2.25  0.049
C: -5.69 0.64 -2.43  -0.888
N: -4.32 0.46 -1.84  0.753
O: -3.51 -0.19 -2.54  -0.431
O: -4.08 1.05 -0.80  -0.379
H: -5.84 -0.13 -3.19  0.326
H: -5.75 1.63 -2.90  0.284
H: -6.41 0.49 -1.63  0.314
C: -0.87 -2.45 -3.32  -0.613
N: -1.51 -3.75 -3.40  1.040
O: -2.22 -4.01 -4.38  -0.550
O: -1.21 -4.59 -2.49  -0.543
H: -1.47 -1.76 -2.72  0.155
H: -0.93 -2.04 -4.32  0.425
H: 0.20 -2.56 -3.13  0.106
C: -3.57 -3.35 -0.06  -0.786
N: -4.53 -3.44 -1.12  0.925
O: -4.16 -3.29 -2.27  -0.481
O: -5.69 -3.74 -0.66  -0.584
H: -3.73 -4.36 0.32  0.344
H: -3.84 -2.55 0.63  0.298
H: -2.62 -3.17 -0.56  0.222
C: 1.97 -1.42 4.31  -0.395
N: 2.75 -0.86 5.40  1.017
O: 2.10 -0.78 6.43  -0.576
O: 3.91 -0.55 5.27  -0.606
H: 0.89 -1.31 4.41  0.199
H: 2.26 -2.47 4.26  0.331
H: 2.23 -0.85 3.42  0.015
C: -4.84 1.68 3.03  -0.903
N: -3.56 1.04 2.50  0.827
O: -3.28 -0.10 2.83  -0.465
O: -2.83 1.60 1.75  -0.402
H: -4.75 2.71 3.38  0.289
H: -5.13 0.94 3.78  0.355
H: -5.64 1.70 2.30  0.296
C: -2.64 4.48 -1.64  -0.565
N: -3.62 4.11 -2.72  1.017
O: -3.16 3.66 -3.79  -0.518
O: -4.78 4.41 -2.56  -0.587
H: -3.02 5.36 -1.13  0.315
H: -1.65 4.62 -2.07  0.174
H: -2.69 3.66 -0.92  0.226
C: 3.85 2.64 3.11  -0.656
N: 3.34 3.89 2.52  0.893
O: 3.69 4.96 2.95  -0.590
O: 2.52 3.81 1.63  -0.444
H: 3.97 1.89 2.33  0.225
H: 3.00 2.29 3.70  0.243
H: 4.74 2.73 3.73  0.327
C: 0.76 7.31 1.45  -0.483
C: -0.63 7.66 0.98  -0.364
O: -0.92 6.66 0.03  -0.301
S: -0.16 5.22 0.34  1.064
O: 0.69 4.84 -0.77  -0.609
O: -0.98 4.22 1.03  -0.488
O: 0.75 5.87 1.50  -0.183
H: 1.02 7.77 2.40  0.354
H: 1.49 7.69 0.73  0.325
H: -0.62 8.67 0.59  0.305
H: -1.33 7.65 1.82  0.297
C: 2.18 -4.55 -2.20  0.430
C: 3.59 -5.07 -2.19  -0.368
O: 3.91 -5.71 -3.52  -0.422
S: 2.51 -6.04 -4.35  1.052
O: 1.98 -7.36 -3.88  -0.541
O: 2.73 -5.83 -5.81  -0.518
O: 1.77 -4.75 -3.60  -0.321
H: 2.02 -3.54 -1.82  -0.021
H: 1.66 -5.22 -1.52  0.194
H: 3.74 -5.99 -1.63  0.334
H: 4.36 -4.42 -1.77  0.185
C: 6.15 -1.96 0.79  -0.390
C: 5.58 -1.76 2.13  -0.158
O: 5.12 -3.08 2.48  -0.374
S: 4.35 -3.76 1.20  0.899
O: 2.99 -3.16 1.04  -0.179
O: 4.47 -5.24 1.19  -0.534
O: 5.41 -2.98 0.16  -0.353
H: 7.10 -2.49 0.91  0.299
H: 6.31 -1.09 0.16  0.315
H: 4.67 -1.16 1.98  0.078
H: 6.23 -1.25 2.85  0.410
C: 0.14 1.33 1.32  -0.182
O: 0.84 0.97 2.29  -0.592
N: 0.04 0.62 0.18  0.650
C: -0.64 1.11 -1.04  -0.366
C: 0.40 -0.79 0.06  -0.110
H: -0.55 2.18 1.36  0.360
H: -1.69 0.86 -0.91  0.231
H: -0.27 0.72 -1.99  0.037
H: -0.52 2.19 -1.16  0.026
H: 1.14 -0.95 -0.73  0.244
H: 0.85 -1.15 0.99  -0.239
H: -0.47 -1.41 -0.17  -0.016